1.
47
Properties=species:S:1:pos:R:3:mulliken_charge:R:1 method="wB97M-V/def2-TZVPD" e_homo_ha=-0.1792 homo_lumo_gap_ev=7.745 de_lowest_kj_mol=1179.82 charge=-1 lumo_energy_ev=2.868
Cl -1.34304 0.27859 -1.14698 2.156
O -0.06829 0.41220 -1.75056 -0.650
O -2.30707 -0.37606 -1.97866 -0.849
O -1.27914 -0.48498 0.07346 -0.432
O -1.90732 1.54499 -0.87430 -0.659
C 1.27144 -2.34630 0.99733 -1.293
C 0.24075 -2.01800 0.02231 1.645
C 0.58844 -2.44876 -1.44162 -0.120
C 0.07623 -3.75837 -1.87337 0.047
N -0.36015 -4.79094 -2.21426 -0.600
H 1.15419 -1.84070 1.95583 0.400
H 2.28599 -2.06996 0.71026 0.449
H 1.21779 -3.37706 1.34771 0.538
H 0.26463 -0.93196 -0.06735 -1.952
H -0.76874 -2.35397 0.25929 0.734
H 1.66990 -2.35889 -1.54377 0.412
H 0.15766 -1.69830 -2.10445 0.194
N 1.28913 3.02430 -1.65527 0.040
C 0.10973 2.90320 -2.29678 -1.114
C 0.14722 3.80875 -3.21673 -0.828
C 1.13988 4.72453 -2.99576 -0.678
C 1.94078 4.14196 -2.06632 -0.549
H 1.50536 2.43089 -0.86710 0.741
H -0.53473 2.09790 -1.97653 1.573
H -0.44043 3.99550 -4.10340 0.415
H 1.32655 5.59022 -3.61393 0.381
H 2.88913 4.34797 -1.59243 0.390
N -1.30671 -4.07225 2.95989 -0.014
C -1.12411 -3.59690 1.69354 -1.298
C -1.71995 -2.33672 1.67265 0.249
C -2.52024 -2.29494 2.76254 -1.525
C -2.25097 -3.37051 3.60985 -0.338
H -0.93484 -4.96488 3.25145 0.211
H -0.22492 -3.93731 1.20162 0.420
H -1.59497 -1.50331 0.99721 1.277
H -3.19915 -1.54202 3.13481 0.349
H -2.55132 -3.64180 4.61115 0.427
N 0.03904 1.89320 0.00610 0.573
C 1.27098 1.35118 0.26442 -0.583
C 1.71018 2.08928 1.31644 -1.113
C 0.94864 3.21683 1.58887 -0.797
C -0.17030 3.02120 0.77781 -0.553
H -0.68461 1.40236 -0.49939 -0.674
H 1.49876 0.39098 -0.17437 0.724
H 2.67707 1.88278 1.75105 0.394
H 0.98007 4.01037 2.32078 0.453
H -1.10867 3.55575 0.76683 0.427

***

2.
52
Properties=species:S:1:pos:R:3:mulliken_charge:R:1 method="wB97M-V/def2-TZVPD" e_homo_ha="-0.1496 / -0.1529" homo_lumo_gap_ev="6.219 / 6.320" charge=-1 lumo_energy_ev="2.147 / 2.158" spin_multiplicity=2
Co 0.12089 0.12083 0.72359 -0.147
O -3.33081 -2.21817 0.19769 -0.655
P -2.50321 -0.93937 0.81129 0.899
O -3.16811 -0.41287 2.01349 -0.731
O -1.08181 -1.45677 0.90389 -0.673
O -2.64261 0.01993 -0.48461 -0.103
P -2.16021 1.59763 -0.51981 0.870
O -1.50391 1.63163 -1.99541 -0.586
O -3.31571 2.49163 -0.44931 -0.840
O -1.03801 1.73263 0.49439 -0.324
H -4.23001 -2.12467 0.50259 0.325
H -0.68131 1.13043 -1.94211 0.175
N 1.81009 -2.93277 6.00309 -0.543
C 1.26819 -2.08907 5.43539 0.030
C 0.58879 -1.05767 4.76789 0.025
C -0.36391 -0.26497 5.45139 -0.290
C -0.97561 0.74653 4.74019 -0.908
C -0.59401 1.00133 3.43189 -0.307
N 0.30299 0.24083 2.77309 0.305
C 0.84069 -0.78457 3.42389 0.097
H -0.59081 -0.45877 6.48989 0.494
H -1.71711 1.37563 5.20599 0.416
H -0.99341 1.83433 2.87679 0.585
H 1.53709 -1.40357 2.87109 0.484
C 0.83189 -1.85787 -3.63141 -1.237
P -0.37171 -1.59057 -2.26041 1.287
C -0.53491 -3.20067 -1.42321 -1.043
C -1.95261 -1.25547 -3.10921 -1.079
O 0.14779 -0.49797 -1.39901 -0.086
H 0.46969 -2.59377 -4.34291 0.432
H 1.78069 -2.18877 -3.21581 0.357
H 0.97659 -0.90407 -4.13391 0.322
H -0.69281 -3.99687 -2.14381 0.432
H -1.37771 -3.13797 -0.74091 0.197
H 0.36739 -3.36987 -0.83791 0.259
H -2.31041 -2.13377 -3.64111 0.459
H -1.81661 -0.42127 -3.79631 0.350
H -2.67321 -0.96277 -2.34921 0.194
C 2.17019 0.48423 0.46639 -1.868
C 2.17279 1.49903 -0.55971 1.237
C 1.86699 2.83753 -0.24561 -0.423
C 1.87179 3.81453 -1.21341 -0.559
C 2.20989 3.50903 -2.52531 -0.556
C 2.52999 2.20023 -2.85271 -0.555
C 2.51159 1.21253 -1.89391 -0.333
H 2.52009 0.85233 1.42889 0.633
H 2.68389 -0.43107 0.17569 0.389
H 1.60139 3.07833 0.77329 0.197
H 1.61389 4.83043 -0.95011 0.362
H 2.23299 4.28423 -3.27801 0.355
H 2.81789 1.96223 -3.86801 0.378
H 2.77459 0.19803 -2.15881 0.302